Formula: C36H32N3O2PRu
Source: OMol25
Level of theory: ωB97M-V/def2-TZVPD

Computed properties:
⟨S²⟩: 8.8277
Energy above the lowest of the compared OMol25 structures with the same formula, charge and spin, eV: 0.0000
2S+1: 6
Frontier orbital gap (spin up / spin down), eV: 6.55 / 6.37
Lowest unoccupied orbital energy (spin up / spin down), eV: -2.35 / -4.16
Net charge: +1
Largest force on an atom, eV/Å: 0.4

CARTESIAN COORDINATES (ANGSTROEM)
Ru: -1.25 -0.37 0.27
C: 1.45 -0.80 -2.05
O: -1.18 -1.60 -1.34
C: -0.64 -2.79 -1.03
C: -0.85 -3.91 -1.81
C: -0.25 -5.12 -1.46
C: 0.55 -5.23 -0.33
C: 0.77 -4.12 0.47
C: 0.18 -2.90 0.13
N: 0.30 -1.73 0.82
N: 0.98 -1.71 1.98
C: 0.37 -1.36 3.10
C: -1.03 -1.00 3.21
O: -1.84 -0.95 2.18
C: -1.54 -0.63 4.48
C: -0.76 -0.59 5.59
C: 0.63 -0.91 5.53
C: 1.44 -0.84 6.67
C: 2.78 -1.14 6.61
C: 3.35 -1.51 5.38
C: 2.57 -1.59 4.25
C: 1.20 -1.28 4.30
H: 1.10 -1.81 -1.87
H: 2.50 -0.80 -2.33
H: 1.31 -0.22 -1.13
H: -1.50 -3.84 -2.68
H: -0.43 -5.99 -2.08
H: 1.00 -6.18 -0.07
H: 1.40 -4.17 1.35
H: -2.60 -0.38 4.52
H: -1.19 -0.31 6.54
H: 0.99 -0.55 7.62
H: 3.40 -1.09 7.49
H: 4.40 -1.76 5.33
H: 3.00 -1.90 3.31
C: 0.69 2.88 2.52
C: -0.28 3.87 2.47
C: -1.43 3.67 1.72
C: -1.59 2.47 1.02
N: -0.63 1.52 1.09
C: 0.47 1.71 1.81
C: -2.77 2.11 0.20
C: -3.80 3.00 -0.07
C: -4.89 2.58 -0.82
C: -4.94 1.28 -1.30
C: -3.91 0.39 -1.03
C: -2.81 0.79 -0.28
H: 1.59 3.00 3.10
H: -0.15 4.79 3.02
H: -2.20 4.42 1.68
H: 1.18 0.90 1.83
H: -3.78 4.02 0.31
H: -5.69 3.27 -1.03
H: -5.80 0.96 -1.88
H: -3.96 -0.63 -1.40
C: 0.29 -1.38 -4.64
P: 0.56 -0.08 -3.44
C: -1.02 0.70 -3.11
C: 1.61 1.23 -4.10
C: 1.84 1.38 -5.46
C: 2.62 2.44 -5.91
C: 3.15 3.35 -5.00
C: 2.91 3.20 -3.64
C: 2.14 2.14 -3.19
H: 0.25 -0.98 -5.65
H: -0.67 -1.85 -4.41
H: 1.08 -2.12 -4.57
H: -1.20 1.31 -4.00
H: -0.95 1.38 -2.25
H: -1.81 -0.02 -2.93
H: 1.44 0.69 -6.18
H: 2.81 2.56 -6.97
H: 3.75 4.17 -5.36
H: 3.32 3.91 -2.94
H: 1.96 2.03 -2.13

Results of the Löwdin charge analysis, in e, for atoms 1 through 5: atom 1 (Ru): 1.4742, atom 2 (C): -0.1657, atom 3 (O): -0.2969, atom 4 (C): -0.3803, atom 5 (C): -0.0218

Formula: C30H56F2NO28PdS2
Source: OMol25
Level of theory: ωB97M-V/def2-TZVPD

Computed properties:
⟨S²⟩: 3.7584
2S+1: 4
Frontier orbital gap (spin up / spin down), eV: 7.70 / 2.17
Lowest unoccupied orbital energy (spin up / spin down), eV: -5.86 / -11.39
Net charge: +2
Largest force on an atom, eV/Å: 12.2

CARTESIAN COORDINATES (ANGSTROEM)
Pd: 2.69 14.53 5.11
N: 2.43 12.81 6.22
S: 2.30 11.34 6.15
O: 1.01 10.70 6.24
O: 3.45 10.55 6.57
F: 2.62 11.26 4.61
S: 1.98 12.72 7.92
O: 2.83 12.03 8.90
O: 0.59 12.76 8.25
F: 2.55 14.24 8.29
C: -1.07 10.40 3.51
C: 0.11 9.58 3.12
O: -0.60 8.69 2.17
C: -1.94 8.77 2.22
O: -2.80 8.09 1.61
O: -2.17 9.75 3.04
H: -0.85 11.42 3.19
H: -1.13 10.46 4.60
H: 0.69 9.07 3.89
H: 0.84 10.21 2.60
C: -3.01 12.69 5.64
C: -2.63 13.40 6.94
O: -1.59 14.25 6.41
C: -1.24 13.99 5.21
O: -0.27 14.35 4.66
O: -2.01 13.06 4.79
H: -4.04 12.96 5.39
H: -3.02 11.61 5.77
H: -2.01 12.81 7.62
H: -3.25 14.08 7.51
C: 4.55 10.91 12.41
C: 5.69 11.92 12.79
O: 5.26 13.21 12.44
C: 5.70 14.29 13.09
O: 6.52 14.29 14.01
O: 5.15 15.38 12.58
C: 5.40 16.62 13.11
H: 3.80 10.76 13.19
H: 5.06 9.94 12.43
H: 4.12 11.30 11.49
H: 6.53 11.57 12.20
H: 6.03 11.80 13.82
H: 4.65 17.34 12.80
H: 6.40 16.96 12.84
H: 5.45 16.60 14.20
C: 7.06 16.55 2.41
C: 5.91 15.73 2.91
O: 6.35 14.47 3.34
C: 5.60 13.51 3.77
O: 4.44 13.59 3.96
O: 6.30 12.31 3.65
C: 5.64 11.07 4.03
H: 7.99 16.30 2.91
H: 6.92 17.60 2.63
H: 7.14 16.45 1.33
H: 5.18 15.57 2.12
H: 5.62 16.22 3.84
H: 6.10 10.17 3.62
H: 4.57 11.17 3.87
H: 5.56 10.80 5.09
C: 1.69 13.60 12.00
C: 1.86 12.55 13.13
O: 0.85 12.80 14.08
C: 0.84 12.04 15.23
O: 1.69 11.19 15.65
O: -0.22 12.40 15.96
C: -0.64 11.65 17.10
H: 0.75 13.58 11.45
H: 2.58 13.63 11.38
H: 1.66 14.57 12.50
H: 2.85 12.76 13.52
H: 1.95 11.56 12.70
H: -1.57 12.08 17.46
H: 0.03 11.72 17.96
H: -0.68 10.57 16.93
C: 6.16 11.82 8.35
C: 5.91 12.94 7.33
O: 5.86 14.21 7.96
C: 5.11 15.21 7.46
O: 4.49 15.14 6.44
O: 5.12 16.18 8.30
C: 4.28 17.29 8.16
H: 7.24 11.87 8.55
H: 6.14 10.85 7.85
H: 5.55 11.87 9.26
H: 5.00 12.63 6.82
H: 6.67 13.00 6.56
H: 3.95 17.57 9.16
H: 3.40 17.09 7.56
H: 4.66 18.00 7.42
C: -0.41 17.47 9.76
C: 0.45 16.76 8.76
O: 0.57 17.62 7.59
C: 0.98 17.13 6.46
O: 1.54 16.03 6.28
O: 0.58 17.91 5.44
C: 0.55 19.36 5.44
H: -1.34 17.91 9.40
H: 0.02 18.35 10.24
H: -0.68 16.91 10.66
H: -0.02 15.81 8.51
H: 1.45 16.51 9.12
H: -0.36 19.67 4.93
H: 1.37 19.82 4.90
H: 0.55 19.71 6.47
C: 3.39 8.42 9.28
C: 4.87 8.01 9.17
O: 4.84 6.60 9.12
C: 6.02 6.00 9.48
O: 6.92 6.61 10.06
O: 5.98 4.76 9.18
C: 7.12 3.82 9.50
H: 3.36 9.51 9.23
H: 3.08 8.09 10.27
H: 2.77 8.15 8.42
H: 5.41 8.36 10.05
H: 5.15 8.51 8.24
H: 7.95 3.78 8.81
H: 6.77 2.79 9.55
H: 7.61 4.13 10.43

Results of the Löwdin charge analysis, in e, for atoms 1 through 5: atom 1 (Pd): 1.3309, atom 2 (N): -0.3351, atom 3 (S): 0.3498, atom 4 (O): -0.2076, atom 5 (O): -0.2621

Formula: C2H3O2
Source: OMol25
Level of theory: ωB97M-V/def2-TZVPD

Computed properties:
Energy above the lowest of the compared OMol25 structures with the same formula, charge and spin, eV: 1.5057
Frontier orbital gap, eV: 11.11
Lowest unoccupied orbital energy, eV: -6.13
Net charge: +1
Largest force on an atom, eV/Å: 6.2

CARTESIAN COORDINATES (ANGSTROEM)
C: 2.33 -0.21 -0.18
C: -0.48 0.64 0.15
O: 3.37 0.16 0.16
O: 0.73 0.72 -0.12
H: 1.79 -0.91 -0.99
H: -1.26 1.28 -0.45
H: -0.97 0.14 0.85

Results of the Löwdin charge analysis, in e, for atoms 1 through 5: atom 1 (C): 0.1029, atom 2 (C): 0.1231, atom 3 (O): 0.2965, atom 4 (O): -0.0025, atom 5 (H): 0.2416

Formula: C6H7NS
Source: OMol25
Level of theory: ωB97M-V/def2-TZVPD

Computed properties:
⟨S²⟩: 2.0107
Energy above the lowest of the compared OMol25 structures with the same formula, charge and spin, eV: 1.1984
2S+1: 3
Frontier orbital gap (spin up / spin down), eV: 6.03 / 7.69
Lowest unoccupied orbital energy (spin up / spin down), eV: 0.87 / -2.13
Net charge: 0
Largest force on an atom, eV/Å: 5.4

CARTESIAN COORDINATES (ANGSTROEM)
C: 3.27 -1.09 0.15
C: 1.23 -0.52 0.34
C: 1.74 0.71 0.06
C: 0.28 1.34 0.47
C: -0.23 -0.05 0.60
C: -1.09 -0.40 -0.62
N: 2.10 -1.54 0.46
S: 3.41 0.66 -0.32
H: 4.29 -1.47 0.09
H: 0.37 1.82 1.42
H: -0.29 1.84 -0.30
H: -0.55 -0.35 1.58
H: -2.03 0.10 -0.43
H: -1.24 -1.43 -0.89
H: -0.64 0.17 -1.37

Results of the Löwdin charge analysis, in e, for atoms 1 through 5: atom 1 (C): -0.4353, atom 2 (C): -0.3181, atom 3 (C): -0.4405, atom 4 (C): -0.0710, atom 5 (C): -0.2753

Formula: C4H8O3
Source: OMol25
Level of theory: ωB97M-V/def2-TZVPD

Computed properties:
Energy above the lowest of the compared OMol25 structures with the same formula, charge and spin, eV: 4.6375
Frontier orbital gap (spin up / spin down), eV: 7.73 / 7.73
Lowest unoccupied orbital energy (spin up / spin down), eV: -0.52 / -0.52
Net charge: 0
Largest force on an atom, eV/Å: 0.3

CARTESIAN COORDINATES (ANGSTROEM)
O: -1.71 1.79 -1.61
C: -1.09 0.82 -1.00
C: -0.91 -1.16 0.88
C: 0.27 -0.97 0.21
O: 0.38 -1.01 -1.07
C: 1.47 -0.36 0.92
O: 1.90 0.76 0.15
H: -1.27 2.64 -1.46
H: -0.21 1.07 -0.41
H: -1.51 -0.16 -1.14
H: -1.75 -1.67 0.40
H: -0.97 -1.04 1.96
H: 1.23 0.00 1.93
H: 2.28 -1.10 1.00
H: 1.87 0.40 -0.76

Results of the Löwdin charge analysis, in e, for atoms 1 through 5: atom 1 (O): 0.1122, atom 2 (C): 0.0784, atom 3 (C): 0.0425, atom 4 (C): -0.5793, atom 5 (O): -0.1002

Formula: C3H10NS
Source: OMol25
Level of theory: ωB97M-V/def2-TZVPD

Computed properties:
Energy above the lowest of the compared OMol25 structures with the same formula, charge and spin, eV: 1.9447
Frontier orbital gap, eV: 10.43
Lowest unoccupied orbital energy, eV: -3.52
Net charge: +1
Largest force on an atom, eV/Å: 3.9

CARTESIAN COORDINATES (ANGSTROEM)
C: -0.66 -1.43 0.23
N: -1.87 -1.61 0.74
H: 0.10 -1.81 0.93
H: -0.31 -1.70 -0.85
H: -2.69 -1.63 0.09
H: -2.17 -1.08 1.62
C: 1.33 0.90 1.05
S: -0.12 0.69 0.11
C: 0.35 1.00 -1.66
H: 1.41 0.20 1.98
H: 1.21 2.01 1.42
H: 2.21 0.96 0.44
H: -0.45 0.70 -2.27
H: 0.28 2.04 -1.89
H: 1.37 0.77 -1.94

Results of the Löwdin charge analysis, in e, for atoms 1 through 5: atom 1 (C): -0.2831, atom 2 (N): 0.0023, atom 3 (H): 0.0955, atom 4 (H): 0.1392, atom 5 (H): 0.1346

Formula: C32H93N3O23
Source: OMol25
Level of theory: ωB97M-V/def2-TZVPD

Computed properties:
Energy above the lowest of the compared OMol25 structures with the same formula, charge and spin, eV: 5.5473
Frontier orbital gap, eV: 9.05
Lowest unoccupied orbital energy, eV: -0.03
Net charge: 0
Largest force on an atom, eV/Å: 3.2

CARTESIAN COORDINATES (ANGSTROEM)
C: 1.08 2.66 1.14
C: 0.86 1.22 0.60
C: -0.54 0.66 0.73
O: -0.89 0.73 2.08
C: -2.14 0.20 2.42
N: 1.34 1.31 -0.76
H: 0.53 3.47 0.68
H: 2.12 2.99 1.08
H: 0.78 2.68 2.18
H: 1.67 0.68 1.09
H: -0.61 -0.41 0.51
H: -1.19 1.41 0.28
H: -2.37 -0.80 2.05
H: -2.91 0.86 2.01
H: -2.17 0.22 3.51
H: 2.34 1.43 -0.71
H: 1.27 0.43 -1.26
C: 8.96 0.54 -4.38
C: 9.23 0.25 -2.96
C: 10.80 0.26 -2.71
O: 11.11 -0.18 -1.38
C: 12.48 -0.09 -1.04
N: 8.66 1.26 -2.11
H: 9.36 1.51 -4.67
H: 7.87 0.50 -4.43
H: 9.40 -0.19 -5.05
H: 8.79 -0.70 -2.65
H: 11.26 1.24 -2.86
H: 11.36 -0.26 -3.49
H: 13.12 -0.88 -1.43
H: 12.55 -0.03 0.05
H: 12.85 0.84 -1.46
H: 9.08 1.13 -1.20
H: 8.89 2.21 -2.37
C: 3.19 -4.99 -2.80
C: 3.13 -5.04 -4.37
C: 2.72 -6.43 -4.97
O: 2.63 -6.25 -6.35
C: 1.96 -7.33 -7.09
N: 2.16 -4.04 -4.76
H: 3.80 -4.14 -2.51
H: 3.59 -5.92 -2.41
H: 2.20 -4.95 -2.35
H: 4.13 -4.79 -4.74
H: 1.79 -6.82 -4.56
H: 3.53 -7.14 -4.75
H: 0.95 -7.60 -6.79
H: 2.68 -8.14 -6.94
H: 2.05 -7.12 -8.15
H: 2.08 -4.05 -5.77
H: 1.33 -4.47 -4.39
C: -12.18 2.03 0.28
C: -10.73 2.35 -0.13
O: -10.48 3.75 -0.35
O: -13.06 1.80 -0.83
H: -12.63 2.74 0.97
H: -12.17 1.07 0.79
H: -10.40 1.71 -0.95
H: -10.13 2.03 0.72
H: -9.55 3.92 -0.20
H: -12.87 2.52 -1.44
C: 2.40 -3.18 5.97
C: 1.00 -3.85 5.94
O: 1.16 -5.14 6.46
O: 3.29 -3.96 5.19
H: 2.66 -3.09 7.02
H: 2.13 -2.19 5.59
H: 0.50 -3.92 4.97
H: 0.40 -3.28 6.65
H: 0.32 -5.59 6.31
H: 2.80 -4.78 5.26
C: 7.70 0.83 5.73
C: 8.83 0.23 6.69
O: 9.98 -0.17 5.96
O: 7.42 -0.02 4.55
H: 8.01 1.85 5.48
H: 6.78 0.97 6.30
H: 8.54 -0.65 7.27
H: 9.11 0.98 7.43
H: 9.66 -0.76 5.27
H: 7.01 -0.84 4.87
C: 2.96 7.58 -4.10
C: 2.68 8.66 -3.02
O: 3.40 9.81 -3.26
O: 1.87 6.63 -4.15
H: 3.83 7.06 -3.71
H: 3.27 8.08 -5.01
H: 2.95 8.41 -1.99
H: 1.62 8.88 -3.07
H: 3.22 10.39 -2.52
H: 2.23 5.86 -3.71
C: 0.99 2.88 9.80
C: -0.15 3.10 8.80
O: -0.70 4.39 9.09
O: 0.55 2.51 11.07
H: 1.73 3.68 9.83
H: 1.61 2.07 9.42
H: -0.95 2.37 8.90
H: 0.20 3.16 7.77
H: -0.13 5.09 8.77
H: 0.33 3.34 11.49
C: -8.85 -4.84 -0.12
C: -9.09 -6.20 -0.91
O: -10.02 -6.03 -1.97
O: -9.95 -4.67 0.73
H: -8.82 -3.91 -0.69
H: -7.89 -4.76 0.39
H: -9.55 -7.04 -0.38
H: -8.10 -6.50 -1.24
H: -10.84 -5.78 -1.54
H: -10.74 -4.74 0.19
C: -2.99 -8.32 2.27
C: -1.74 -8.57 1.35
O: -2.15 -8.35 0.04
O: -2.77 -8.39 3.65
H: -3.78 -9.04 2.03
H: -3.33 -7.32 2.03
H: -1.34 -9.58 1.43
H: -0.98 -7.85 1.65
H: -1.90 -9.10 -0.50
H: -3.04 -9.25 3.98
C: -5.24 6.55 3.68
C: -4.54 6.10 2.41
O: -5.47 6.02 1.29
O: -5.92 5.48 4.41
H: -6.11 7.19 3.54
H: -4.56 7.07 4.36
H: -3.93 5.21 2.53
H: -3.85 6.87 2.04
H: -4.98 6.24 0.50
H: -5.26 4.88 4.75
C: -3.89 -2.73 -4.81
C: -3.91 -1.20 -4.97
O: -2.65 -0.88 -5.51
O: -3.18 -3.06 -3.64
H: -3.50 -3.22 -5.71
H: -4.94 -2.94 -4.63
H: -4.05 -0.54 -4.12
H: -4.66 -1.08 -5.76
H: -2.02 -1.37 -4.99
H: -3.08 -4.01 -3.55
C: -3.80 6.69 -5.77
C: -3.40 7.54 -6.97
O: -2.14 7.28 -7.45
O: -3.04 7.02 -4.57
H: -3.64 5.65 -6.02
H: -4.86 6.85 -5.59
H: -3.41 8.58 -6.65
H: -4.16 7.31 -7.72
H: -1.62 6.89 -6.74
H: -2.16 6.66 -4.70

Results of the Löwdin charge analysis, in e, for atoms 1 through 5: atom 1 (C): -0.0685, atom 2 (C): -0.4363, atom 3 (C): -0.1838, atom 4 (O): -0.2189, atom 5 (C): -0.1161

Formula: C3H8N2O2
Source: OMol25
Level of theory: ωB97M-V/def2-TZVPD

Computed properties:
SMILES: NC(=O)[C@@H](N)CO
Energy above the lowest of the compared OMol25 structures with the same formula, charge and spin, eV: 1.1317
Frontier orbital gap, eV: 9.88
Lowest unoccupied orbital energy, eV: 0.76
Net charge: 0
Largest force on an atom, eV/Å: 1.6

CARTESIAN COORDINATES (ANGSTROEM)
N: -0.39 1.11 1.18
C: -0.18 -0.11 0.43
C: -1.30 -0.46 -0.56
O: -2.57 -0.35 0.10
C: 1.17 -0.17 -0.32
N: 2.24 0.29 0.39
O: 1.26 -0.48 -1.49
H: -0.16 1.98 0.72
H: -0.12 0.97 2.14
H: -0.14 -0.92 1.17
H: -1.19 -1.41 -1.06
H: -1.29 0.35 -1.30
H: -3.07 -1.14 -0.11
H: 3.15 0.05 0.04
H: 2.10 0.89 1.17

Results of the Löwdin charge analysis, in e, for atoms 1 through 5: atom 1 (N): 0.0609, atom 2 (C): -0.3183, atom 3 (C): -0.2119, atom 4 (O): -0.0711, atom 5 (C): -0.4943